C3H8N2S | ωB97M-V with the def2-TZVPD basis set

Results
E = -626.76847 a.u.
E_LUMO = 1.006 eV
Total charge = 0
Frontier orbital gap = 8.5532 eV
SMILES = CN/C=N/SC
2S+1 = 1

Element x y z (Å)
C: 2.786858 0.331391 -1.887931
C: 0.869270 0.020515 -0.361530
C: -2.702466 -0.424589 1.166288
H: 3.361289 -0.379602 -1.283228
H: 3.152242 1.366143 -1.583771
H: 2.933105 0.108621 -2.944412
H: 0.678442 0.448056 -2.265189
H: 1.654852 -0.011090 0.430630
H: -3.225965 -0.277882 2.151359
H: -3.100158 0.186691 0.384868
H: -2.731268 -1.464437 0.954004
N: 1.372917 0.054040 -1.656823
N: -0.414742 0.052042 -0.163530
S: -0.946984 -0.017685 1.462328

Cartesian forces (eV/Å) of the 6 atoms listed first:
C -0.178 0.414 0.487
C -0.934 0.151 0.010
C 0.743 0.262 1.808
H -0.003 0.061 -0.278
H -0.611 -1.010 -0.630
H 0.511 0.308 0.120